Record 1
{
  "formula": "C8H20AlBrCl2KMgN3O8P",
  "method": "ωB97M-V/def2-TZVPD",
  "elements": ["C", "C", "P", "Cl", "N", "C", "C", "O", "C", "C", "O", "H", "H", "H", "H", "H", "H", "H", "H", "H", "H", "H", "H", "C", "O", "N", "N", "H", "H", "H", "H", "Al", "O", "H", "O", "H", "H", "Cl", "K", "C", "O", "O", "O", "H", "Mg", "Br"],
  "coordinates": [[1.15805, -0.43219, -2.60972], [0.12122, 0.39798, -2.51016], [0.02015, 1.72271, -1.24798], [0.14683, 3.43426, 0.33753], [-1.20956, 0.87917, -0.14621], [-2.58416, 0.94892, -0.56100], [-3.10537, 0.16495, -1.69872], [-3.29638, 1.65976, 0.09725], [-0.84913, -0.40194, 0.34461], [0.03509, -0.11636, 1.50404], [-1.21796, -1.48286, 0.02138], [2.14813, -0.12752, -2.37925], [1.01867, -1.42508, -2.95918], [-0.67174, 0.29437, -3.24071], [-1.08364, 2.39668, -1.92178], [0.99147, 2.45892, -2.02923], [1.08380, 1.10805, -0.53138], [-2.72837, -0.83281, -1.68453], [-2.77584, 0.62866, -2.60653], [-4.16717, 0.19908, -1.66964], [-0.48055, 0.80720, 1.63496], [0.01230, -0.82015, 2.30133], [1.02759, 0.12223, 1.18802], [4.30570, 2.11892, -2.15264], [3.10279, 1.87013, -2.29460], [5.11956, 2.05892, -3.22056], [4.85372, 2.45094, -0.93988], [6.10993, 2.22941, -3.18349], [4.66049, 1.77359, -4.16077], [4.24107, 2.49627, -0.15092], [5.82671, 2.65221, -0.81332], [-2.09496, 3.02873, -4.40436], [-2.97871, -1.52248, 3.24286], [-2.43166, -1.50057, 2.45210], [-3.18327, -0.80543, 5.79680], [-3.66121, -1.56051, 6.10066], [-2.96833, -1.00686, 4.83345], [4.40755, 0.93697, -5.75165], [-4.73188, -2.89075, 5.68204], [-0.28521, -5.80048, 4.45993], [0.19559, -5.15384, 3.49631], [-1.14701, -5.05402, 5.29240], [-0.08530, -6.96933, 4.73009], [-1.07859, -4.21835, 4.79529], [-1.27083, 2.28835, 1.80121], [-0.49959, 0.99415, -5.24403]],
  "atomic_forces_ev_per_a": [[0.346, -0.197, 0.044], [-0.999, 0.404, 0.442], [1.929, -1.022, -3.800], [-0.410, 1.057, 1.570], [-1.959, 0.123, -0.607], [0.229, -0.511, -0.305], [0.233, 0.321, 0.271], [-0.054, 1.202, 1.199], [0.814, -0.901, 0.301], [0.264, -0.433, -0.030], [-0.527, -0.119, -0.620], [0.721, 0.073, 0.864], [-0.025, -0.662, -0.951], [-0.459, -0.821, 1.192], [-0.028, 0.096, 0.898], [-0.179, 0.380, 0.434], [-0.323, 0.422, 0.488], [0.268, -0.725, 0.007], [0.326, 0.262, -0.712], [-0.869, -0.088, 0.017], [1.081, -0.176, 2.030], [-0.181, -0.469, 0.644], [0.767, 0.107, -0.128], [0.059, -0.035, 0.151], [-0.061, 0.023, 0.566], [-0.564, -0.037, -1.088], [-0.221, -0.131, -0.424], [0.035, -0.141, 0.041], [0.842, 0.697, 1.352], [-0.057, 0.034, 0.078], [0.056, 0.001, -0.036], [0.851, -0.960, -0.599], [-0.094, 0.557, 0.637], [-0.088, -0.370, 0.159], [0.164, 0.447, -0.116], [1.578, 1.653, 0.829], [0.126, 0.005, -0.528], [-0.233, -0.399, -0.440], [-1.333, -2.010, -1.173], [-1.011, 1.263, 0.759], [0.107, -0.430, 0.091], [0.957, -0.372, -1.292], [0.250, -0.563, -0.087], [-0.406, 0.313, 0.441], [-0.977, 0.498, -1.782], [-0.946, 1.635, -0.788]],
  "lowdin_charge": [0.039, -0.412, 0.453, 0.214, -0.253, -0.493, 0.042, 0.109, -0.533, 0.040, 0.187, 0.049, 0.083, -0.124, -0.055, 0.013, 0.014, 0.095, 0.041, 0.101, -0.038, 0.117, 0.099, -0.638, -0.028, 0.144, 0.164, 0.111, -0.139, 0.096, 0.101, 0.533, -0.463, -0.148, -0.153, -0.182, -0.041, 0.042, 1.063, -0.744, 0.113, 0.058, 0.167, 0.093, 0.991, 0.071],
  "total_charge": 1,
  "gap_ev": 1.31,
  "homo_ev": -10.0,
  "multiplicity": 1
}

***

Record 2
{
  "formula": "C41H48AsBiN3O5PS5",
  "method": "ωB97M-V/def2-TZVPD",
  "elements": ["Bi", "C", "C", "S", "C", "C", "S", "C", "C", "S", "H", "H", "H", "H", "H", "H", "H", "H", "H", "H", "H", "H", "C", "C", "C", "C", "C", "C", "P", "C", "C", "C", "C", "C", "C", "C", "C", "C", "C", "C", "C", "H", "H", "H", "H", "H", "H", "H", "H", "H", "H", "H", "H", "H", "H", "H", "C", "As", "C", "C", "S", "H", "H", "H", "H", "H", "H", "H", "H", "H", "C", "C", "C", "C", "N", "C", "S", "N", "C", "H", "H", "H", "H", "H", "H", "H", "H", "O", "C", "O", "C", "O", "C", "C", "C", "C", "C", "C", "N", "O", "O", "H", "H", "H", "H"],
  "coordinates": [[0.33267, -0.16976, 0.12871], [-0.13222, -2.82299, 2.99834], [0.24320, -3.99901, 2.11984], [0.25140, -3.65651, 0.33375], [1.84051, -4.41091, -0.12568], [3.08273, -3.86682, 0.57013], [3.21752, -2.05016, 0.50207], [3.61609, -1.61094, 2.21498], [2.57096, -1.94559, 3.26974], [0.88453, -1.30300, 2.97409], [-0.15089, -3.16580, 4.03412], [-1.12973, -2.44623, 2.75823], [-0.47839, -4.79626, 2.29885], [1.22753, -4.38405, 2.37481], [1.89782, -4.25862, -1.20375], [1.76205, -5.48345, 0.05419], [3.96414, -4.26822, 0.07151], [3.12837, -4.16451, 1.61641], [3.78025, -0.53467, 2.18546], [4.55828, -2.09356, 2.47556], [2.87827, -1.49250, 4.21169], [2.48521, -3.01975, 3.41926], [5.16230, 1.22582, -5.35170], [3.80785, 1.12555, -5.64457], [2.87959, 1.01437, -4.62018], [3.31590, 1.01311, -3.29725], [4.67852, 1.10116, -3.00377], [5.60057, 1.21709, -4.03423], [2.19236, 0.84632, -1.88813], [1.57966, 2.51257, -1.46829], [1.93498, 2.92345, -0.02502], [1.02751, 4.09006, 0.35213], [0.83255, 5.14197, -0.68333], [0.89065, 4.80679, -1.98964], [1.21036, 3.47512, -2.38154], [0.67638, 0.04497, -2.46546], [-0.57096, 0.66841, -2.84982], [-1.54673, -0.02525, -3.45458], [-1.42057, -1.47658, -3.76987], [-0.04788, -2.01957, -3.56188], [0.89623, -1.31680, -2.92690], [5.88232, 1.30055, -6.15729], [3.47801, 1.12956, -6.67579], [1.82326, 0.91640, -4.84729], [5.00790, 1.06771, -1.97104], [6.65755, 1.28540, -3.81069], [2.90990, 2.68931, 0.38104], [1.14908, 4.43883, 1.37242], [0.55865, 6.14273, -0.37059], [0.69264, 5.54609, -2.75639], [1.18928, 3.21144, -3.43461], [-0.72354, 1.72428, -2.63782], [-2.47646, 0.45972, -3.73373], [-1.77933, -1.68129, -4.77553], [0.14145, -3.02404, -3.92309], [1.88532, -1.74558, -2.77471], [4.79422, 3.78918, 4.99071], [3.09273, 2.88770, 4.97654], [3.12009, 1.71570, 6.50521], [1.75856, 4.21745, 5.38054], [2.72123, 1.90209, 3.16850], [5.00776, 4.15922, 5.99318], [4.77369, 4.61540, 4.28491], [5.56136, 3.08213, 4.68567], [3.36609, 2.29412, 7.39557], [3.87071, 0.94444, 6.35079], [2.14316, 1.25305, 6.61966], [1.97063, 4.67349, 6.34701], [0.78522, 3.73462, 5.39924], [1.76654, 4.97891, 4.60499], [-4.98493, -0.04289, -2.17090], [-4.47627, 0.90910, -1.14211], [-4.98361, 2.15887, -0.90696], [-4.40038, 2.93864, 0.10098], [-3.40999, 2.46806, 0.86762], [-2.94517, 1.25575, 0.63908], [-1.74603, 0.53384, 1.66092], [-3.45061, 0.49962, -0.36935], [-4.83991, 4.34013, 0.35287], [-5.75378, 0.42108, -2.78214], [-5.41090, -0.92355, -1.68445], [-4.17192, -0.38329, -2.81732], [-5.81126, 2.53149, -1.49350], [-2.97649, -0.38869, -0.56195], [-5.83760, 4.53237, -0.03590], [-4.13972, 5.01696, -0.14559], [-4.79648, 4.55791, 1.41830], [-0.13175, 3.17680, 0.27293], [0.68873, 2.13769, -0.06379], [-2.38742, -2.32984, -2.98272], [-2.51129, -2.20192, -1.68456], [-1.89473, -1.39481, -0.99136], [-3.52347, -3.12010, -1.08805], [-4.44341, -3.80633, -1.87598], [-5.34614, -4.67226, -1.28158], [-5.30147, -4.84053, 0.08953], [-4.40416, -4.16102, 0.89255], [-3.51272, -3.29075, 0.29385], [-6.24113, -5.79725, 0.72518], [-6.21041, -5.87927, 1.93643], [-6.97588, -6.42327, -0.00806], [-4.44806, -3.66812, -2.94849], [-6.07262, -5.22001, -1.86399], [-4.41691, -4.32746, 1.95951], [-2.78972, -2.74081, 0.88326]],
  "atomic_forces_ev_per_a": [[0.202, -0.576, -0.268], [0.064, 0.264, 0.178], [-0.046, 0.025, -0.262], [0.097, 0.133, 0.092], [-0.190, 0.110, 0.045], [0.022, 0.323, -0.060], [-0.047, 0.050, -0.091], [-0.181, -0.124, -0.225], [-0.205, 0.185, 0.030], [0.094, -0.300, 0.061], [-0.105, 0.012, 0.013], [-0.017, -0.075, 0.036], [0.037, -0.046, 0.085], [-0.044, -0.047, 0.095], [0.057, -0.026, -0.019], [0.058, -0.025, -0.082], [-0.001, -0.127, 0.068], [0.004, -0.061, -0.034], [0.063, 0.056, 0.022], [0.033, 0.065, 0.084], [0.111, -0.099, 0.029], [0.001, -0.020, 0.069], [0.036, 0.015, -0.009], [-0.032, 0.002, -0.043], [0.004, 0.027, -0.025], [0.083, -0.036, 0.211], [-0.051, 0.015, -0.112], [-0.031, -0.003, 0.055], [-0.010, 0.156, -0.441], [1.002, 0.285, -0.967], [-0.722, -0.079, -0.141], [0.200, 0.159, -0.132], [-0.117, -0.106, 0.024], [-0.001, 0.272, -0.016], [0.031, -0.226, 0.282], [-0.106, 0.083, 0.806], [0.149, 0.070, -0.134], [-0.173, -0.102, -0.102], [0.429, 0.304, -0.040], [-0.155, -0.034, 0.022], [-0.032, -0.013, 0.076], [-0.035, 0.009, 0.030], [-0.002, -0.015, 0.032], [0.020, -0.010, -0.006], [0.039, -0.011, -0.033], [-0.033, -0.002, -0.012], [-0.045, -0.120, -0.073], [-0.030, -0.020, 0.017], [0.027, -0.030, -0.052], [-0.007, -0.047, 0.044], [-0.038, 0.029, 0.011], [0.003, -0.080, -0.013], [0.157, 0.067, -0.083], [-0.125, -0.159, 0.006], [0.054, 0.072, -0.021], [-0.068, -0.041, -0.022], [-0.020, -0.007, 0.069], [0.014, 0.017, 0.078], [0.028, 0.054, -0.010], [0.078, -0.009, 0.046], [-0.086, -0.053, -0.196], [-0.007, 0.019, -0.026], [-0.038, 0.024, -0.022], [0.007, -0.043, 0.007], [-0.022, -0.024, -0.002], [0.030, -0.001, -0.029], [-0.042, 0.001, -0.017], [-0.013, 0.000, -0.009], [-0.032, -0.037, 0.014], [0.033, 0.018, -0.031], [0.006, -0.049, -0.020], [0.053, -0.016, 0.018], [-0.064, 0.159, 0.009], [0.022, -0.156, 0.013], [0.053, 0.095, 0.072], [-0.277, -0.045, -0.362], [0.125, 0.067, 0.173], [-0.486, 0.826, 0.237], [0.037, 0.010, 0.038], [-0.001, 0.017, -0.005], [-0.016, 0.030, 0.005], [-0.139, 0.046, 0.063], [0.025, 0.005, 0.013], [-0.005, -0.044, 0.213], [0.017, -0.009, 0.007], [-0.031, -0.015, 0.010], [-0.022, -0.012, -0.019], [0.066, -0.312, -0.105], [-0.134, 0.472, 1.225], [-0.220, -0.008, 0.458], [-0.118, -0.691, -0.695], [0.592, -0.571, -0.203], [0.101, 0.045, -0.014], [0.027, -0.024, -0.038], [-0.075, -0.051, -0.079], [0.108, 0.046, -0.042], [-0.055, -0.046, 0.115], [0.052, 0.102, -0.019], [-0.227, -0.095, 0.135], [0.065, 0.041, -0.232], [0.173, 0.142, 0.075], [0.002, -0.023, 0.020], [0.011, -0.016, 0.007], [0.006, 0.007, 0.009], [-0.028, -0.017, 0.043]],
  "lowdin_charge": [1.501, -0.511, -0.495, 0.819, -0.512, -0.497, 0.782, -0.533, -0.491, 0.708, 0.090, 0.049, 0.087, 0.060, 0.070, 0.089, 0.083, 0.067, 0.012, 0.090, 0.072, 0.069, -0.057, -0.061, -0.086, -0.369, -0.093, -0.063, 1.017, -0.408, -0.164, -0.177, 0.068, -0.014, 0.023, -0.566, -0.142, -0.054, -0.209, -0.015, -0.150, 0.116, 0.114, 0.108, 0.102, 0.114, 0.114, 0.155, 0.130, 0.125, 0.131, 0.108, 0.108, 0.152, 0.124, 0.112, -0.253, 0.630, -0.250, -0.253, 0.107, 0.045, 0.039, 0.039, 0.045, 0.038, 0.040, 0.045, 0.039, 0.032, 0.029, -0.219, 0.058, -0.264, 0.137, -0.713, 0.592, 0.138, -0.004, 0.102, 0.104, 0.070, 0.134, 0.057, 0.090, 0.101, 0.096, -0.013, -0.441, 0.062, -0.444, -0.127, -0.123, 0.018, 0.035, -0.112, 0.032, 0.005, -0.342, 0.098, 0.108, 0.131, 0.131, 0.127, 0.102],
  "total_charge": 2,
  "gap_ev": 5.39,
  "homo_ev": -11.9,
  "e_above_lowest_ev": 6.440,
  "multiplicity": 1
}

***

Record 3
{
  "formula": "C5H6N2O",
  "method": "ωB97M-V/def2-TZVPD",
  "elements": ["O", "C", "C", "C", "N", "N", "C", "C", "H", "H", "H", "H", "H", "H"],
  "coordinates": [[1.00473, 0.85000, -2.03265], [0.53244, 0.36159, -1.01212], [0.56346, -0.89729, -0.36643], [-0.92786, -1.05057, -0.46806], [-1.82930, -0.28159, 0.13772], [-1.20437, 0.94914, 0.60723], [0.13683, 1.02554, 0.32744], [0.81712, -0.18775, 0.94616], [0.98381, -1.76230, -0.75232], [-1.19752, -1.91908, -0.99563], [-1.80991, 1.60512, 0.36091], [0.77679, 2.01715, 0.26212], [1.85097, -0.05728, 1.31967], [0.30279, -0.65266, 1.66597]],
  "atomic_forces_ev_per_a": [[-1.027, -0.833, 1.209], [2.312, 3.306, -2.727], [-0.472, -1.057, 0.248], [-2.651, 1.357, 2.830], [3.329, -0.206, -1.999], [-0.489, -4.387, 2.132], [3.166, 2.511, -1.824], [2.883, 0.656, -1.036], [1.405, -1.475, -0.530], [-1.077, -0.917, -0.391], [-2.757, 3.807, -1.161], [-2.088, -1.444, 1.018], [-0.389, 0.005, -0.847], [-2.145, -1.322, 3.078]],
  "lowdin_charge": [0.096, -0.390, -0.196, -0.068, 0.117, -0.002, -0.236, -0.047, 0.131, 0.107, 0.065, 0.204, 0.141, 0.078],
  "gap_ev": 9.11,
  "homo_ev": -8.5,
  "e_above_lowest_ev": 3.824,
  "multiplicity": 1
}

***

Record 4
{
  "formula": "C16H30OSi",
  "method": "ωB97M-V/def2-TZVPD",
  "elements": ["C", "O", "C", "C", "C", "C", "C", "C", "C", "C", "C", "Si", "H", "H", "H", "H", "H", "H", "H", "H", "H", "H", "H", "H", "H", "H", "H", "H", "H", "H", "H", "H", "H", "H", "H", "H", "C", "C", "C", "C", "C", "C", "H", "H", "H", "H", "H", "H"],
  "coordinates": [[1.48018, -2.06684, 0.15343], [0.37829, -1.25676, 0.47493], [-0.28695, -0.74464, -0.66052], [-1.35019, 0.26264, -0.22944], [-1.47782, 1.47323, -1.16400], [-0.64428, 2.74946, -0.86418], [0.13841, 2.81530, 0.44857], [1.38423, 1.91317, 0.50327], [2.68428, 2.62157, 0.91666], [3.90939, 2.08984, 0.18033], [3.97217, 2.50698, -1.30692], [3.98120, 1.05586, -2.48034], [1.27170, -2.69988, -0.71822], [2.36097, -1.45089, -0.06735], [1.69713, -2.70751, 1.00749], [-0.76100, -1.58358, -1.19084], [0.43375, -0.27927, -1.34701], [-1.16143, 0.55061, 0.80635], [-2.31553, -0.25175, -0.23074], [-1.24736, 1.12830, -2.17883], [-2.52926, 1.76719, -1.19702], [0.06014, 2.92710, -1.68539], [-1.33219, 3.59955, -0.87962], [-0.53351, 2.60332, 1.28772], [0.45114, 3.85619, 0.58459], [1.21006, 1.06938, 1.17515], [1.53475, 1.46635, -0.48675], [2.84722, 2.51091, 1.99325], [2.59145, 3.69532, 0.71990], [3.90456, 0.99292, 0.26738], [4.81657, 2.41974, 0.69092], [4.85089, 3.12776, -1.49798], [3.10443, 3.13045, -1.56078], [5.10893, 0.14713, -2.16098], [4.07259, 1.48947, -3.89370], [2.72724, 0.27911, -2.31693], [-4.77703, -2.89579, 2.38005], [-3.48760, -2.40719, 2.22225], [-2.65352, -2.94599, 1.25209], [-3.11211, -3.97293, 0.43846], [-4.40175, -4.46193, 0.59543], [-5.23424, -3.92338, 1.56651], [-5.42646, -2.47570, 3.13745], [-3.12993, -1.60571, 2.85610], [-1.64843, -2.55858, 1.12874], [-2.46294, -4.39281, -0.31970], [-4.75824, -5.26323, -0.03914], [-6.23991, -4.30452, 1.68935]],
  "atomic_forces_ev_per_a": [[0.125, -0.038, -0.147], [-0.184, -0.033, 0.319], [0.024, 0.060, -0.094], [-0.238, -0.121, -0.072], [0.004, -0.007, -0.064], [0.061, 0.012, -0.062], [-0.074, 0.036, 0.134], [0.002, -0.078, -0.077], [-0.080, 0.090, 0.050], [0.081, -0.254, 0.012], [-0.162, 0.134, 0.018], [-0.019, -0.072, -0.008], [0.010, -0.010, 0.055], [-0.003, -0.044, -0.057], [-0.005, 0.056, 0.012], [0.086, 0.072, -0.133], [0.032, -0.019, 0.054], [0.056, 0.057, -0.060], [0.060, 0.028, 0.148], [-0.068, 0.067, 0.042], [0.034, -0.038, 0.053], [-0.014, -0.028, 0.068], [0.052, -0.016, -0.042], [0.064, 0.015, -0.036], [-0.024, -0.052, -0.015], [0.031, -0.019, -0.103], [-0.007, 0.085, 0.021], [-0.080, 0.073, -0.032], [0.072, -0.020, 0.021], [0.040, 0.083, 0.060], [-0.014, 0.001, -0.031], [-0.030, -0.003, -0.006], [0.083, -0.034, 0.029], [-0.006, 0.022, -0.047], [0.039, -0.019, 0.006], [0.015, -0.005, -0.006], [-0.004, 0.008, 0.006], [-0.012, -0.004, 0.005], [0.080, 0.046, -0.034], [-0.008, 0.002, -0.001], [-0.004, -0.007, -0.009], [-0.006, -0.005, -0.001], [-0.003, 0.000, 0.002], [0.005, 0.005, -0.001], [-0.010, -0.015, 0.025], [0.004, -0.006, 0.000], [-0.003, -0.002, -0.002], [-0.003, -0.001, 0.000]],
  "lowdin_charge": [-0.107, -0.225, -0.252, -0.172, -0.183, -0.196, -0.206, -0.199, -0.216, -0.284, -0.390, 0.626, 0.090, 0.076, 0.089, 0.123, 0.098, 0.107, 0.103, 0.107, 0.101, 0.103, 0.101, 0.108, 0.101, 0.108, 0.079, 0.110, 0.105, 0.086, 0.103, 0.064, 0.067, -0.071, -0.085, -0.082, -0.098, -0.092, -0.092, -0.093, -0.099, -0.100, 0.099, 0.102, 0.087, 0.099, 0.099, 0.099],
  "gap_ev": 10.22,
  "homo_ev": -9.3,
  "multiplicity": 1
}

***

Which formula does entry 2 have? C41H48AsBiN3O5PS5